C4H9NO2 in the gas phase. Source: the Open Molecules 2025 dataset; level of theory: ωB97M-V/def2-TZVPD.

Properties
SMILES: CC(=O)NCCO
E_HOMO: -9.762 eV
Gap between HOMO and LUMO: 10.4 eV

The geometry in ORCA input format:
```
! wB97M-V def2-TZVPD RIJCOSX def2/J DEFGRID3
* xyz 0 1
O -2.140 -1.168 -1.500
O 1.236 0.750 2.477
N -0.187 1.093 0.774
C -1.350 -0.774 -0.512
C 2.068 -0.095 0.205
C -0.872 0.692 -0.521
C 0.994 0.729 1.286
H -1.809 1.413 -0.499
H 2.550 0.354 -0.758
H 2.965 -0.121 0.913
H -1.958 -1.006 0.407
H -0.387 -1.460 -0.337
H -1.873 -2.076 -1.819
H -0.216 0.906 -1.318
H 1.637 -1.121 0.019
H -0.659 1.883 1.183
*
```

C3H2HgLiO as an isolated structure. Source: the Open Molecules 2025 dataset; level of theory: ωB97M-V/def2-TZVPD.

Properties
E_HOMO (alpha / beta): -5.006 / -8.082 eV
Gap between HOMO and LUMO (alpha / beta): 3.0 / 6.9 eV

The geometry in ORCA input format:
```
! wB97M-V def2-TZVPD RIJCOSX def2/J DEFGRID3
* xyz 0 2
Hg 0.027 -1.450 1.178
O -1.092 -0.504 -0.923
C -0.155 0.117 -1.747
C 0.985 -0.788 -3.866
C 0.117 -0.453 -2.946
Li -1.430 1.443 2.611
H 1.241 -1.858 -3.953
H 0.328 1.029 -1.380
*
```

A 17-piece molecular cluster, C20H74N4O17 overall. Source: the Open Molecules 2025 dataset; level of theory: ωB97M-V/def2-TZVPD.

Properties
E_HOMO: -8.826 eV
Gap between HOMO and LUMO: 8.4 eV

The geometry in ORCA input format:
```
! wB97M-V def2-TZVPD RIJCOSX def2/J DEFGRID3
* xyz 0 1
O 0.420 2.783 2.131
O -0.353 0.589 3.984
O -0.210 -0.746 -1.411
O 3.505 1.281 -3.842
O -1.414 -4.090 4.001
O -0.032 1.617 -4.820
O 4.732 -0.083 0.237
O 2.358 -1.938 4.163
O 1.679 -0.756 -3.265
O 6.002 -3.136 -0.058
O 1.103 -3.243 0.212
O 0.601 3.703 -1.115
O -5.047 0.834 2.811
O -3.776 -3.110 0.076
O -2.877 -0.483 -4.250
O -1.391 4.192 0.811
O -3.496 1.724 -2.619
N 3.718 -2.590 -0.100
N 1.855 -2.647 -4.622
N 4.365 -4.530 -0.983
N 2.851 -2.762 -2.703
C -1.540 5.536 1.224
C 4.663 -3.425 -0.294
C -2.862 -1.751 -3.701
C -4.211 0.945 -1.712
C -0.848 0.363 0.477
C 0.566 -3.068 1.489
C -1.745 0.945 4.335
C -2.539 -3.797 3.234
C 2.920 2.382 -3.235
C 0.022 4.685 -1.919
C 2.724 -0.166 2.700
C 3.823 0.489 -0.646
C 2.835 -0.609 4.146
C -2.840 -2.315 3.133
C -2.613 -2.690 -0.460
C 0.299 0.014 -0.326
C -0.416 1.625 -3.451
C 1.746 3.321 1.994
C 2.125 -2.059 -3.496
C -4.337 1.386 1.744
H 4.283 1.245 -1.228
H -0.202 3.418 1.778
H -3.407 -4.271 3.659
H 2.089 0.066 4.685
H 3.530 -5.095 -0.762
H 5.097 -5.279 -1.158
H 2.482 2.790 2.567
H -0.074 5.478 -1.278
H -1.016 0.759 -3.133
H 0.425 1.760 -2.799
H 2.075 2.785 -3.772
H 3.264 -3.602 -3.141
H -2.207 1.426 3.552
H 5.657 -0.040 -0.108
H 1.565 -1.942 4.753
H 3.058 0.913 -0.081
H 0.486 -2.826 -0.402
H -3.511 0.689 -0.950
H 3.117 -0.972 2.111
H 1.650 -0.062 2.461
H 2.057 -3.573 -4.898
H 3.401 -0.140 -1.432
H -1.775 -2.600 0.253
H 1.383 -3.348 2.258
H -5.056 1.459 -1.285
H 3.583 3.253 -3.042
H -2.698 -1.678 -0.832
H -0.648 0.802 1.467
H -4.796 1.375 3.561
H -2.367 -3.398 -1.253
H -1.579 -0.446 0.692
H 3.182 -2.621 -1.707
H -2.186 5.547 2.111
H 0.301 -2.059 1.664
H -3.748 -2.293 2.606
H -2.116 -1.784 2.556
H 2.742 -2.840 0.102
H 0.785 0.889 -0.712
H -1.955 -1.893 -3.094
H -2.834 0.139 -3.527
H -2.413 -4.131 2.236
H -1.331 -5.032 4.045
H 0.054 1.334 3.444
H -0.967 4.503 -2.327
H -0.306 -3.657 1.655
H -2.890 -1.847 4.132
H -0.573 5.999 1.416
H -2.726 -2.582 -4.451
H -4.000 0.490 1.177
H 2.378 2.139 -2.307
H -1.615 1.554 5.245
H 2.864 0.582 -3.793
H -2.115 6.120 0.523
H 2.083 3.347 0.976
H -2.317 0.073 4.610
H -3.800 -1.971 -3.127
H 3.254 0.745 2.632
H 0.414 -0.678 -2.143
H -3.442 1.951 1.963
H 0.705 4.895 -2.742
H -2.104 4.010 0.241
H 0.023 3.608 -0.339
H 4.056 -1.676 0.298
H 1.060 -0.505 0.290
H -4.972 1.961 1.134
H -0.993 2.507 -3.233
H -4.644 0.112 -2.225
H -3.290 2.561 -2.245
H 1.793 4.383 2.310
H 3.783 -0.482 4.546
H -1.329 1.157 -0.058
H -4.301 -2.290 0.200
H 1.066 -2.164 -5.106
H 0.192 2.535 -5.094
*
```

C16H16N7O2S2Sm as an isolated structure. Source: the Open Molecules 2025 dataset; level of theory: ωB97M-V/def2-TZVPD.

Properties
E_HOMO (alpha / beta): -6.939 / -6.962 eV
Gap between HOMO and LUMO (alpha / beta): 7.3 / 7.3 eV

The geometry in ORCA input format:
```
! wB97M-V def2-TZVPD RIJCOSX def2/J DEFGRID3
* xyz 0 6
Sm 0.258 0.344 -1.736
S -1.883 1.518 -0.646
S 2.241 2.390 -1.068
O -1.723 -3.303 1.233
O 1.118 -1.518 -1.346
N -1.154 1.191 -3.657
N 1.591 1.483 1.449
N -1.404 -0.902 -1.973
N -1.121 -1.453 -0.721
N 0.598 0.626 1.012
N 2.988 2.578 2.737
N 3.140 2.919 1.427
C 2.035 1.708 2.738
C 1.501 1.004 3.926
C 2.271 -3.012 2.316
C -0.424 -3.185 1.581
C 0.040 -3.761 2.762
C -2.391 0.116 -1.881
C 1.370 -3.673 3.134
C 1.822 -2.446 1.135
C -2.141 2.745 -5.184
C 0.124 -1.819 -0.532
C 2.317 2.261 0.599
C -2.369 0.969 -3.112
C -3.396 2.501 -4.635
C -1.062 2.059 -4.667
C 0.482 -2.501 0.743
C -3.511 1.598 -3.602
H -0.667 -4.294 3.391
H 2.044 1.345 4.803
H -4.268 3.021 -5.011
H 1.632 -0.076 3.822
H 3.821 3.600 1.144
H -4.467 1.383 -3.144
H 0.439 1.212 4.057
H 0.604 -0.241 1.536
H 3.317 -2.950 2.588
H -2.006 3.447 -5.995
H -2.171 -3.867 1.871
H 2.504 -1.938 0.465
H -0.339 1.047 1.025
H -3.385 -0.193 -1.559
H 1.698 -4.135 4.056
H -0.071 2.203 -5.082
*
```

A 2-piece molecular cluster, C3H7O2PS overall. Source: the Open Molecules 2025 dataset; level of theory: ωB97M-V/def2-TZVPD.

Properties
E_HOMO (alpha / beta): -7.589 / -8.144 eV
Gap between HOMO and LUMO (alpha / beta): 6.7 / 8.5 eV

The geometry in ORCA input format:
```
! wB97M-V def2-TZVPD RIJCOSX def2/J DEFGRID3
* xyz 0 1
S 3.231 -0.587 0.743
P 2.885 0.657 -0.922
O -2.291 -1.705 -0.175
O 0.408 1.924 -0.444
C -1.139 -0.978 0.262
C -1.509 0.448 0.205
C -0.647 1.555 -0.040
H 4.459 -0.951 0.377
H -0.241 -1.056 -0.416
H -1.956 0.703 -0.854
H 2.796 1.898 -0.168
H -1.016 -1.427 1.209
H -2.754 -1.105 -0.766
H -2.229 0.623 0.989
*
```

no.,largest force on an atom (eV/Å)
1,5.880
2,5.973
3,9.889
4,3.576
5,3.190